1.
The following is a DFT calculation (ωB97M-V/def2-TZVPD) of an isolated molecule of C2H3NS in a non-equilibrium geometry.

Output
**F_max**: 4.1 eV/Å
**HOMO energy (spin up / spin down)**: -0.28050 / -0.34651 hartree
**Spin multiplicity**: 3
**Relative energy (zero: lowest compared OMol25 entry of this formula, charge and spin)**: 1.988 eV
**E_LUMO (spin up / spin down)**: 0.890 / -1.917 eV
**Energy**: -14443.013 eV
**Charge**: 0

```
7
C2H3NS ωB97M-V/def2-TZVPD
C 1.34 -0.25 -0.89
C -1.03 -0.53 0.80
N 1.55 0.93 -1.03
S -0.16 -1.23 -0.41
H -1.56 0.37 0.53
H -1.07 -0.91 1.81
H 0.92 1.62 -0.81
```

Atom charges from the natural (NBO) analysis, given in e for atoms 1 to 5:
1 C 0.229
2 C -0.511
3 N -0.659
4 S 0.197
5 H 0.177


2.
The following is a DFT calculation (ωB97M-V/def2-TZVPD) of a cluster of 2 separate species, C2H3NS2 in total in a non-equilibrium geometry.

Output
**F_max**: 5.6 eV/Å
**HOMO energy (spin up / spin down)**: -0.26619 / -0.27842 hartree
**Spin multiplicity**: 1
**Relative energy (zero: lowest compared OMol25 entry of this formula, charge and spin)**: 3.617 eV
**E_LUMO (spin up / spin down)**: -0.367 / -0.491 eV
**Energy**: -25278.953 eV
**Charge**: 0

```
8
C2H3NS2 ωB97M-V/def2-TZVPD
C -0.51 -1.62 -0.04
C 1.36 0.01 -0.16
N 0.78 1.20 -0.10
S -1.81 -0.67 -0.02
S 2.74 -0.70 0.03
H -0.53 -2.63 -0.17
H -0.19 1.52 -0.13
H 1.39 1.88 0.25
```

Atom charges from the natural (NBO) analysis, given in e for atoms 1 to 5:
1 C -0.320
2 C 0.081
3 N -0.810
4 S 0.024
5 S 0.040


3.
The following is a DFT calculation (ωB97M-V/def2-TZVPD) of a structure of composition C2H3NS2 in a non-equilibrium geometry.

Output
**F_max**: 5.1 eV/Å
**HOMO energy**: -0.25557 hartree
**Spin multiplicity**: 1
**Relative energy (zero: lowest compared OMol25 entry of this formula, charge and spin)**: 1.703 eV
**E_LUMO**: -0.460 eV
**Energy**: -25280.867 eV
**Charge**: 0

```
8
C2H3NS2 ωB97M-V/def2-TZVPD
C -0.46 0.94 0.58
C 0.51 -1.02 -0.44
H -1.45 1.66 0.53
H -0.82 0.20 -1.32
H 0.38 -1.72 -1.31
N -0.40 -0.10 -0.47
S 0.70 1.26 1.59
S 1.54 -1.22 0.86
```

Atom charges from the natural (NBO) analysis, given in e for atoms 1 to 5:
1 C -0.232
2 C -0.073
3 H 0.217
4 H 0.408
5 H 0.204


4.
The following is a DFT calculation (ωB97M-V/def2-TZVPD) of a cluster of 2 separate species, C2H3NS2 in total in a non-equilibrium geometry.

Output
**F_max**: 3.5 eV/Å
**HOMO energy**: -0.35002 hartree
**Spin multiplicity**: 1
**Relative energy (zero: lowest compared OMol25 entry of this formula, charge and spin)**: 0.683 eV
**E_LUMO**: -0.130 eV
**Energy**: -25281.887 eV
**Charge**: 0

```
8
C2H3NS2 ωB97M-V/def2-TZVPD
C -2.24 0.56 -0.20
C 1.43 -0.58 0.40
N 1.09 0.50 -0.22
S -1.93 -0.95 -0.32
S -2.26 2.12 0.06
H 1.43 -1.55 0.00
H 1.49 -0.43 1.49
H 0.98 0.33 -1.22
```

Atom charges from the natural (NBO) analysis, given in e for atoms 1 to 5:
1 C -0.354
2 C -0.057
3 N -0.588
4 S 0.184
5 S 0.170


5.
The following is a DFT calculation (ωB97M-V/def2-TZVPD) of an isolated molecule of C2H3NS3 in a non-equilibrium geometry.

Output
**SMILES string**: S=CN(S)C=S
**F_max**: 5.9 eV/Å
**HOMO energy**: -0.30148 hartree
**Spin multiplicity**: 1
**Relative energy (zero: lowest compared OMol25 entry of this formula, charge and spin)**: 3.500 eV
**E_LUMO**: -0.496 eV
**Energy**: -36114.626 eV
**Charge**: 0

```
9
C2H3NS3 ωB97M-V/def2-TZVPD
S -0.37 -1.88 -0.73
C -0.66 -0.31 -1.21
N 0.13 0.51 -0.42
S 0.16 2.19 -0.91
C 0.18 0.42 1.12
S 0.31 -0.79 2.00
H -1.56 0.32 -1.91
H 1.36 1.89 -1.72
H 0.49 1.36 1.40
```

Atom charges from the natural (NBO) analysis, given in e for atoms 1 to 5:
1 S -0.006
2 C -0.137
3 N -0.602
4 S 0.137
5 C -0.213


6.
The following is a DFT calculation (ωB97M-V/def2-TZVPD) of an isolated molecule of C2H3NS3 in a non-equilibrium geometry.

Output
**SMILES string**: S=C1SCNS1
**F_max**: 4.9 eV/Å
**HOMO energy**: -0.31258 hartree
**Spin multiplicity**: 1
**Relative energy (zero: lowest compared OMol25 entry of this formula, charge and spin)**: 1.175 eV
**E_LUMO**: -0.136 eV
**Energy**: -36116.950 eV
**Charge**: 0

```
9
C2H3NS3 ωB97M-V/def2-TZVPD
S 2.47 -2.71 2.71
C 1.59 -1.80 1.71
S 1.49 -1.83 -0.03
C 0.02 -0.55 -0.32
N -0.17 -0.02 0.98
S 0.22 -0.86 2.36
H -0.80 -1.22 -0.70
H 0.17 0.09 -1.23
H 0.21 0.99 1.18
```

Atom charges from the natural (NBO) analysis, given in e for atoms 1 to 5:
1 S 0.034
2 C -0.574
3 S 0.255
4 C -0.283
5 N -0.814


7.
The following is a DFT calculation (ωB97M-V/def2-TZVPD) of an isolated molecule of C2H3NS3 in a non-equilibrium geometry.

Output
**F_max**: 4.3 eV/Å
**HOMO energy (spin up / spin down)**: -0.30346 / -0.26894 hartree
**Spin multiplicity**: 1
**Relative energy (zero: lowest compared OMol25 entry of this formula, charge and spin)**: 3.593 eV
**E_LUMO (spin up / spin down)**: -0.525 / -1.305 eV
**Energy**: -36114.533 eV
**Charge**: 0

```
9
C2H3NS3 ωB97M-V/def2-TZVPD
C 1.14 -1.04 0.83
C -1.06 -0.06 -0.74
N 1.76 0.00 0.57
S -0.29 -1.53 -0.39
S 2.02 1.17 -0.47
S -1.44 0.99 0.59
H 1.61 -1.81 1.30
H -1.56 0.20 -1.59
H -2.18 2.08 -0.09
```

Atom charges from the natural (NBO) analysis, given in e for atoms 1 to 5:
1 C -0.037
2 C -0.580
3 N -0.504
4 S 0.243
5 S 0.216


8.
The following is a DFT calculation (ωB97M-V/def2-TZVPD) of a cluster of 2 separate species, C2H3NS3 in total in a non-equilibrium geometry.

Output
**F_max**: 5.4 eV/Å
**HOMO energy (spin up / spin down)**: -0.25853 / -0.33711 hartree
**Spin multiplicity**: 3
**Relative energy (zero: lowest compared OMol25 entry of this formula, charge and spin)**: 2.101 eV
**E_LUMO (spin up / spin down)**: 0.144 / -1.789 eV
**Energy**: -36113.858 eV
**Charge**: 0

```
9
C2H3NS3 ωB97M-V/def2-TZVPD
C 0.85 -2.11 -1.92
C -0.80 0.37 -0.22
N 1.72 -0.19 -0.42
S 1.79 -1.88 -3.17
S -0.10 -2.59 -0.79
S 0.59 0.34 0.59
H -1.72 0.46 0.45
H -0.91 0.75 -1.26
H 2.66 -0.25 -0.13
```

Atom charges from the natural (NBO) analysis, given in e for atoms 1 to 5:
1 C -0.339
2 C -0.616
3 N -0.774
4 S 0.154
5 S 0.171


9.
The following is a DFT calculation (ωB97M-V/def2-TZVPD) of a cluster of 2 separate species, C2H3O2 in total in a non-equilibrium geometry.

Output
**F_max**: 4.6 eV/Å
**HOMO energy (spin up / spin down)**: -0.55204 / -0.64825 hartree
**Spin multiplicity**: 3
**Relative energy (zero: lowest compared OMol25 entry of this formula, charge and spin)**: 0.693 eV
**E_LUMO (spin up / spin down)**: -4.690 / -12.372 eV
**Energy**: -6202.368 eV
**Charge**: +1

```
7
C2H3O2 ωB97M-V/def2-TZVPD
C -0.77 -0.86 1.13
C 1.31 1.15 -1.99
O 1.53 1.66 -2.98
O -0.74 0.28 0.67
H 0.07 -1.49 1.23
H -1.63 -1.44 1.49
H 0.23 0.70 0.45
```

Atom charges from the natural (NBO) analysis, given in e for atoms 1 to 5:
1 C -0.057
2 C 0.451
3 O -0.416
4 O -0.348
5 H 0.376


10.
The following is a DFT calculation (ωB97M-V/def2-TZVPD) of a structure of composition C2H3O2Ru in a non-equilibrium geometry.

Output
**F_max**: 5.3 eV/Å
**HOMO energy (spin up / spin down)**: -0.71241 / -0.75462 hartree
**Spin multiplicity**: 6
**Relative energy (zero: lowest compared OMol25 entry of this formula, charge and spin)**: 3.325 eV
**E_LUMO (spin up / spin down)**: -11.792 / -12.573 eV
**Energy**: -8768.711 eV
**Charge**: +2

```
8
C2H3O2Ru ωB97M-V/def2-TZVPD
C -1.78 0.46 -0.76
O -2.09 1.42 -1.39
H -1.10 0.46 0.39
H -0.60 -0.22 -0.81
C 0.80 -0.43 0.58
O 1.83 -1.04 0.09
Ru 2.84 0.46 0.79
H 0.11 -1.12 1.12
```

Atom charges from the natural (NBO) analysis, given in e for atoms 1 to 5:
1 C 0.348
2 O -0.117
3 H 0.310
4 H 0.303
5 C -0.048


11.
The following is a DFT calculation (ωB97M-V/def2-TZVPD) of the ion C2H3O2S2 with charge -1 in a non-equilibrium geometry.

Output
**SMILES string**: CSSC(=O)[O-]
**F_max**: 3.0 eV/Å
**HOMO energy**: -0.12226 hartree
**Spin multiplicity**: 1
**Relative energy (zero: lowest compared OMol25 entry of this formula, charge and spin)**: 0.096 eV
**E_LUMO**: 3.503 eV
**Energy**: -27889.784 eV
**Charge**: -1

```
9
C2H3O2S2 ωB97M-V/def2-TZVPD
C -1.14 0.61 -0.77
S -1.53 0.12 0.87
S 0.34 0.01 1.89
C 1.75 -0.83 0.54
O 1.27 -1.84 0.07
O 2.69 -0.07 0.53
H -1.24 1.64 -0.70
H -1.90 0.30 -1.38
H -0.25 0.07 -1.06
```

Atom charges from the natural (NBO) analysis, given in e for atoms 1 to 5:
1 C -0.766
2 S -0.001
3 S -0.384
4 C 0.859
5 O -0.688


12.
The following is a DFT calculation (ωB97M-V/def2-TZVPD) of the ion C2H3O2S2 with charge -1 in a non-equilibrium geometry.

Output
**F_max**: 3.9 eV/Å
**HOMO energy (spin up / spin down)**: -0.02204 / -0.14451 hartree
**Spin multiplicity**: 3
**Relative energy (zero: lowest compared OMol25 entry of this formula, charge and spin)**: 2.208 eV
**E_LUMO (spin up / spin down)**: 3.585 / 3.019 eV
**Energy**: -27884.381 eV
**Charge**: -1

```
9
C2H3O2S2 ωB97M-V/def2-TZVPD
C -1.19 -0.73 0.37
C 0.64 1.27 -0.27
O -0.03 -1.26 0.56
O 2.49 -0.29 -0.75
S -0.97 1.30 0.27
S 1.60 -0.01 0.40
H -1.62 -1.07 -0.65
H -1.92 -0.64 1.28
H 1.01 1.45 -1.23
```

Atom charges from the natural (NBO) analysis, given in e for atoms 1 to 5:
1 C -0.003
2 C -0.653
3 O -0.801
4 O -0.969
5 S -0.005


13.
The following is a DFT calculation (ωB97M-V/def2-TZVPD) of a structure of composition C2H3O2Y in a non-equilibrium geometry.

Output
**F_max**: 3.7 eV/Å
**HOMO energy (spin up / spin down)**: -0.68180 / -0.68188 hartree
**Spin multiplicity**: 1
**Relative energy (zero: lowest compared OMol25 entry of this formula, charge and spin)**: 5.576 eV
**E_LUMO (spin up / spin down)**: -12.232 / -12.231 eV
**Energy**: -7231.880 eV
**Charge**: +2

```
8
C2H3O2Y ωB97M-V/def2-TZVPD
O 2.66 -0.09 -0.51
Y 0.93 1.69 0.31
O 1.77 -0.60 0.30
C -1.02 -0.57 -0.16
C -1.24 0.67 -0.42
H -1.39 -1.19 0.66
H 0.40 -1.21 0.02
H -2.10 1.30 -0.20
```

Atom charges from the natural (NBO) analysis, given in e for atoms 1 to 5:
1 O -0.240
2 Y 2.401
3 O -0.320
4 C -0.195
5 C -0.633


14.
The following is a DFT calculation (ωB97M-V/def2-TZVPD) of a structure of composition C2H3O2Yb in a non-equilibrium geometry.

Output
**F_max**: 2.8 eV/Å
**HOMO energy (spin up / spin down)**: -0.75714 / -0.74329 hartree
**Spin multiplicity**: 2
**Relative energy (zero: lowest compared OMol25 entry of this formula, charge and spin)**: 4.016 eV
**E_LUMO (spin up / spin down)**: -11.000 / -13.182 eV
**Energy**: -37722.729 eV
**Charge**: +2

```
8
C2H3O2Yb ωB97M-V/def2-TZVPD
H -1.20 -2.04 -1.33
C -0.17 -2.11 -1.02
C 0.89 -2.40 -0.49
H 1.67 -2.86 0.10
O -1.03 1.56 0.10
O 0.33 2.04 -0.20
H 0.33 2.17 -1.16
Yb 0.24 -0.03 0.75
```

Atom charges from the natural (NBO) analysis, given in e for atoms 1 to 5:
1 H 0.328
2 C -0.249
3 C -0.295
4 H 0.323
5 O -0.515


15.
The following is a DFT calculation (ωB97M-V/def2-TZVPD) of a cluster of 2 separate species, C2H3O3PS in total in a non-equilibrium geometry.

Output
**F_max**: 3.0 eV/Å
**HOMO energy**: 0.01614 hartree
**Spin multiplicity**: 1
**Relative energy (zero: lowest compared OMol25 entry of this formula, charge and spin)**: 1.601 eV
**E_LUMO**: 5.844 eV
**Energy**: -28388.985 eV
**Charge**: -2

```
10
C2H3O3PS ωB97M-V/def2-TZVPD
C 3.60 -1.02 -0.66
C 2.51 -0.81 -0.20
O -3.51 -0.50 0.16
O -2.33 1.69 1.13
O -2.07 1.00 -1.37
P -2.26 0.30 -0.05
S -0.56 -0.83 0.62
H 4.49 -1.00 -1.36
H -1.36 1.93 1.40
H 1.49 -0.77 0.33
```

Atom charges from the natural (NBO) analysis, given in e for atoms 1 to 5:
1 C -0.443
2 C -0.166
3 O -1.206
4 O -1.072
5 O -1.211


16.
The following is a DFT calculation (ωB97M-V/def2-TZVPD) of the ion C2H3O3S with charge -1 in a non-equilibrium geometry.

Output
**F_max**: 5.0 eV/Å
**HOMO energy**: -0.11406 hartree
**Spin multiplicity**: 1
**Relative energy (zero: lowest compared OMol25 entry of this formula, charge and spin)**: 5.236 eV
**E_LUMO**: 4.140 eV
**Energy**: -19097.016 eV
**Charge**: -1

```
9
C2H3O3S ωB97M-V/def2-TZVPD
C 1.05 1.05 -0.41
C -0.37 -0.50 0.37
O 1.55 -2.24 -0.58
O 1.58 -1.97 1.84
O 0.03 0.30 -0.72
S 1.53 -1.27 0.52
H 1.19 1.58 -1.49
H -0.44 -0.09 1.28
H -1.22 -1.21 0.05
```

Atom charges from the natural (NBO) analysis, given in e for atoms 1 to 5:
1 C -0.086
2 C -0.335
3 O -1.031
4 O -1.035
5 O -0.494


17.
The following is a DFT calculation (ωB97M-V/def2-TZVPD) of a cluster of 2 separate species, C2H3O3S in total in a non-equilibrium geometry.

Output
**F_max**: 4.5 eV/Å
**HOMO energy**: -0.17625 hartree
**Spin multiplicity**: 1
**Relative energy (zero: lowest compared OMol25 entry of this formula, charge and spin)**: 2.950 eV
**E_LUMO**: 3.520 eV
**Energy**: -19099.302 eV
**Charge**: -1

```
9
C2H3O3S ωB97M-V/def2-TZVPD
C 3.04 -0.69 0.04
C 1.87 -0.45 -0.11
O -1.85 1.94 0.25
O -3.32 -0.08 0.31
O -1.61 -0.11 -1.25
S -2.01 0.54 -0.02
H -1.08 -0.08 0.85
H 4.01 -1.05 0.07
H 0.95 -0.02 -0.15
```

Atom charges from the natural (NBO) analysis, given in e for atoms 1 to 5:
1 C -0.295
2 C -0.168
3 O -1.005
4 O -1.041
5 O -1.042


18.
The following is a DFT calculation (ωB97M-V/def2-TZVPD) of the ion C2H3O3S with charge -1 in a non-equilibrium geometry.

Output
**SMILES string**: [O-]C(=S)OCO
**F_max**: 4.1 eV/Å
**HOMO energy**: -0.13347 hartree
**Spin multiplicity**: 1
**Relative energy (zero: lowest compared OMol25 entry of this formula, charge and spin)**: 0.682 eV
**E_LUMO**: 3.878 eV
**Energy**: -19101.570 eV
**Charge**: -1

```
9
C2H3O3S ωB97M-V/def2-TZVPD
O -0.98 -1.37 0.29
C -1.38 -0.23 0.08
S -2.90 0.35 0.09
O -0.44 0.82 -0.19
C 0.89 0.50 -0.02
O 1.43 -0.66 -0.59
H 1.55 1.42 -0.32
H 1.20 0.53 1.04
H 0.64 -1.37 -0.38
```

Atom charges from the natural (NBO) analysis, given in e for atoms 1 to 5:
1 O -0.722
2 C 0.513
3 S -0.416
4 O -0.561
5 C 0.239